Record 1
The following is a DFT calculation (the ωB97M-V functional and the def2-TZVPD basis) of a structure of composition C19H22ClN2OReS4.

Values from the calculation:
LUMO level (alpha / beta) (eV): -4.7 / -4.8
Orbital gap (alpha / beta) (eV): 6.5519 / 6.5401
Spin multiplicity: 4
HOMO level (alpha / beta) (Eh): -0.4120 / -0.4152
Total charge: +1
Largest force on an atom (hartree/bohr): 0.00834
Energy above the lowest of the compared OMol25 structures with the same formula, charge and spin (kcal per mole): 0.0
DFT total energy (eV): -83076.88400

The geometry in XYZ format:
```
50
C19H22ClN2OReS4 (the ωB97M-V functional and the def2-TZVPD basis)
Re -0.8948 -1.0720 2.2684
C 1.7835 -2.8767 4.4186
C 0.9826 -1.6126 4.4296
C -0.3942 -1.6451 4.7159
C -1.1424 -0.4569 4.7626
C -0.5449 0.7521 4.4067
C 0.8398 0.7940 4.1868
C 1.5927 -0.3638 4.2253
H 2.7205 -2.7478 3.8802
H 1.2201 -3.6894 3.9609
H 2.0170 -3.1703 5.4446
H -0.8625 -2.5896 4.9662
H -2.1905 -0.4836 5.0219
H -1.1355 1.6566 4.3625
H 1.3175 1.7402 3.9694
H 2.6598 -0.3216 4.0466
S -4.8805 0.6375 0.9154
C -3.4972 -0.0250 1.3771
S -1.8709 0.4478 0.8471
S -3.2296 -1.3614 2.4772
C -0.6817 3.0985 -1.7864
C 0.8434 3.0646 -1.7974
C 1.4225 2.0263 -0.8465
N 1.0315 0.6852 -1.2940
C 0.8134 -0.3683 -0.5479
S 1.2057 -0.3250 1.1512
N 0.3089 -1.5104 -1.0687
C -0.5944 -1.6662 -2.1786
O -1.5208 -2.4085 -2.0287
C -0.3140 -0.9191 -3.4271
C 0.9812 -0.8475 -3.9442
C 1.2039 -0.1887 -5.1434
C 0.1433 0.4075 -5.8138
C -1.1456 0.3281 -5.3012
C -1.3801 -0.3474 -4.1149
H -1.0561 3.8530 -2.4768
H -1.0602 3.3362 -0.7905
H -1.1118 2.1385 -2.0837
H 1.2421 4.0370 -1.5063
H 1.2169 2.8743 -2.8088
H 1.0480 2.1706 0.1649
H 2.5116 2.0871 -0.8183
H 0.8871 0.5829 -2.2944
H 0.1509 -2.2417 -0.3768
H 1.8009 -1.3288 -3.4213
H 2.2017 -0.1478 -5.5598
H 0.3205 0.9267 -6.7464
H -1.9688 0.7858 -5.8329
H -2.3810 -0.4388 -3.7124
Cl -0.6093 -3.2766 1.7222
```


Record 2
The following is a DFT calculation (the ωB97M-V functional and the def2-TZVPD basis) of a structure of composition C31H34N2O3S4Tc at a distorted geometry.

Values from the calculation:
LUMO level (alpha / beta) (eV): -4.7 / -8.9
Orbital gap (alpha / beta) (eV): 8.5254 / 4.5457
Spin multiplicity: 4
HOMO level (alpha / beta) (Eh): -0.4871 / -0.4952
Total charge: +2
Largest force on an atom (hartree/bohr): 0.08752
Energy above the lowest of the compared OMol25 structures with the same formula, charge and spin (kcal per mole): 24.0
DFT total energy (eV): -87344.89445

The geometry in XYZ format:
```
75
C31H34N2O3S4Tc (the ωB97M-V functional and the def2-TZVPD basis)
Tc 0.1806 1.2452 1.4836
O -1.5434 0.6021 2.4860
C -1.9753 0.2439 3.8566
C -1.0294 0.8635 4.7829
C 0.3979 0.2332 4.7181
C 1.3442 1.3492 4.4319
C 2.1693 1.8783 5.4260
C 3.0341 2.9401 5.1689
C 2.9252 3.5744 3.9281
C 2.1229 2.9901 3.0074
N 1.3409 1.9328 3.2051
H -2.0156 0.0883 1.7810
H -2.0642 -0.8349 3.8717
H -2.9599 0.6519 3.9177
H -1.3735 0.8256 5.7910
H -0.9902 1.9214 4.6057
H 0.4522 -0.5636 3.9691
H 0.6571 -0.2275 5.6912
H 2.1976 1.3718 6.3662
H 3.7172 3.2667 5.9442
H 3.5196 4.4623 3.6787
H 2.1154 3.4047 2.0095
O 2.3473 -2.2408 -1.0057
S 2.5775 -2.6298 -2.4899
C 1.3599 -1.6835 -3.4248
C -0.0838 -1.8146 -2.9028
C -0.9879 -0.7014 -3.4456
C -0.7914 0.6249 -2.7564
S -1.6998 0.9044 -1.1820
O -1.0136 0.2364 0.0593
C -3.1958 0.0096 -1.2573
C -3.3602 -1.3850 -1.0601
C -4.6526 -1.9037 -1.0088
C -5.7827 -1.1394 -1.2748
C -5.5947 0.2307 -1.4673
C -4.3318 0.8087 -1.3985
C 1.9622 -4.3242 -2.6576
C 1.2047 -4.8852 -1.6861
C 0.9555 -6.2382 -1.7104
C 1.4930 -7.0496 -2.7083
C 2.2767 -6.4671 -3.6944
C 2.5417 -5.1229 -3.6375
H 1.4216 -2.0306 -4.4636
H 1.7176 -0.6439 -3.3261
H 0.0287 -1.6710 -1.8152
H -0.4501 -2.8128 -3.1221
H -2.0468 -1.0011 -3.3092
H -0.9197 -0.5407 -4.5156
H -1.2415 1.4179 -3.3668
H 0.2277 0.8547 -2.5204
H -2.4854 -1.9990 -0.8039
H -4.7019 -3.0349 -0.8898
H -6.7895 -1.6005 -1.2550
H -6.4163 0.9509 -1.5926
H -4.2052 1.9019 -1.4577
H 0.8193 -4.3256 -0.8129
H 0.3680 -6.7493 -0.9310
H 1.2451 -8.1338 -2.7252
H 2.6721 -7.0506 -4.5332
H 3.1913 -4.6792 -4.3579
S 1.6897 1.7641 -0.2419
C 1.3457 3.5391 -0.4650
C 2.3187 4.3246 -1.1383
C 2.1684 5.6754 -1.3999
C 1.0382 6.3172 -0.7874
C 0.1135 5.5728 -0.0883
C 0.2978 4.1713 0.1006
S -0.8447 3.2001 1.1187
H 3.2136 3.8267 -1.4943
H 2.9362 6.2297 -1.9450
H 0.8717 7.3813 -0.8654
H -0.7712 6.0788 0.2502
N 2.0228 -1.5947 1.3728
C 1.4537 -0.5940 1.4726
H 2.2643 -2.1939 0.4974
```


Record 3
The following is a DFT calculation (the ωB97M-V functional and the def2-TZVPD basis) of a structure of composition C18H15ClI2N3OPd at a distorted geometry.

Values from the calculation:
LUMO level (alpha / beta) (eV): -9.0 / -13.7
Orbital gap (alpha / beta) (eV): 7.8535 / 3.1678
Spin multiplicity: 5
HOMO level (alpha / beta) (Eh): -0.6197 / -0.6195
Total charge: +3
Largest force on an atom (hartree/bohr): 0.02396
Energy above the lowest of the compared OMol25 structures with the same formula, charge and spin (kcal per mole): 8.6
DFT total energy (eV): -57600.30243

The geometry in XYZ format:
```
41
C18H15ClI2N3OPd (the ωB97M-V functional and the def2-TZVPD basis)
Pd -0.9734 -0.3550 -0.1817
I 6.3423 -1.1921 2.2346
C 4.5292 -1.2227 1.2410
C 4.5129 -1.4226 -0.1473
C 3.2956 -1.4412 -0.8043
I 3.2168 -1.8156 -2.8400
C 2.0338 -1.2219 -0.1173
O 0.9719 -1.1455 -0.7813
C 2.0980 -1.1247 1.3271
C 0.8377 -1.2159 2.1554
N -0.1678 -0.1578 1.9234
C 0.2776 1.2160 2.2343
C 0.3804 2.1003 1.0148
C 0.9439 3.3655 1.0891
C 0.9667 4.1651 -0.0418
C 0.4339 3.6873 -1.2330
C -0.1032 2.4153 -1.2404
N -0.1265 1.6571 -0.1382
C 3.3147 -1.0977 1.9557
H 5.4363 -1.5684 -0.6957
H 1.1312 -1.2226 3.2082
H 0.3558 -2.1740 1.9468
H -0.9726 -0.3844 2.4971
H 1.2478 1.1934 2.7344
H -0.4260 1.6747 2.9307
H 1.3414 3.7229 2.0306
H 1.3950 5.1577 0.0070
H 0.4247 4.2865 -2.1318
H -0.5285 1.9869 -2.1392
H 3.3522 -1.0185 3.0356
Cl -5.9944 0.5123 -2.9167
C -4.8653 -0.6117 -2.3140
C -5.1016 -1.9823 -2.3601
C -4.1506 -2.8527 -1.8560
C -2.9888 -2.3424 -1.3083
N -2.7639 -1.0181 -1.2646
C -3.6698 -0.1686 -1.7611
H -6.0246 -2.3556 -2.7845
H -4.3072 -3.9217 -1.8877
H -2.2318 -2.9957 -0.8957
H -3.4435 0.8886 -1.7250
```


Question: What is the spin multiplicity in the first record?
Answer: 4


Question: What is the total charge in the first record?
Answer: +1


Copy entry 1 word for word.
The following is a DFT calculation (the ωB97M-V functional and the def2-TZVPD basis) of a structure of composition C19H22ClN2OReS4.

Values from the calculation:
LUMO level (alpha / beta) (eV): -4.7 / -4.8
Orbital gap (alpha / beta) (eV): 6.5519 / 6.5401
Spin multiplicity: 4
HOMO level (alpha / beta) (Eh): -0.4120 / -0.4152
Total charge: +1
Largest force on an atom (hartree/bohr): 0.00834
Energy above the lowest of the compared OMol25 structures with the same formula, charge and spin (kcal per mole): 0.0
DFT total energy (eV): -83076.88400

The geometry in XYZ format:
```
50
C19H22ClN2OReS4 (the ωB97M-V functional and the def2-TZVPD basis)
Re -0.8948 -1.0720 2.2684
C 1.7835 -2.8767 4.4186
C 0.9826 -1.6126 4.4296
C -0.3942 -1.6451 4.7159
C -1.1424 -0.4569 4.7626
C -0.5449 0.7521 4.4067
C 0.8398 0.7940 4.1868
C 1.5927 -0.3638 4.2253
H 2.7205 -2.7478 3.8802
H 1.2201 -3.6894 3.9609
H 2.0170 -3.1703 5.4446
H -0.8625 -2.5896 4.9662
H -2.1905 -0.4836 5.0219
H -1.1355 1.6566 4.3625
H 1.3175 1.7402 3.9694
H 2.6598 -0.3216 4.0466
S -4.8805 0.6375 0.9154
C -3.4972 -0.0250 1.3771
S -1.8709 0.4478 0.8471
S -3.2296 -1.3614 2.4772
C -0.6817 3.0985 -1.7864
C 0.8434 3.0646 -1.7974
C 1.4225 2.0263 -0.8465
N 1.0315 0.6852 -1.2940
C 0.8134 -0.3683 -0.5479
S 1.2057 -0.3250 1.1512
N 0.3089 -1.5104 -1.0687
C -0.5944 -1.6662 -2.1786
O -1.5208 -2.4085 -2.0287
C -0.3140 -0.9191 -3.4271
C 0.9812 -0.8475 -3.9442
C 1.2039 -0.1887 -5.1434
C 0.1433 0.4075 -5.8138
C -1.1456 0.3281 -5.3012
C -1.3801 -0.3474 -4.1149
H -1.0561 3.8530 -2.4768
H -1.0602 3.3362 -0.7905
H -1.1118 2.1385 -2.0837
H 1.2421 4.0370 -1.5063
H 1.2169 2.8743 -2.8088
H 1.0480 2.1706 0.1649
H 2.5116 2.0871 -0.8183
H 0.8871 0.5829 -2.2944
H 0.1509 -2.2417 -0.3768
H 1.8009 -1.3288 -3.4213
H 2.2017 -0.1478 -5.5598
H 0.3205 0.9267 -6.7464
H -1.9688 0.7858 -5.8329
H -2.3810 -0.4388 -3.7124
Cl -0.6093 -3.2766 1.7222
```


Question: The highest spin multiplicity belongs to which entry?
Answer: C18H15ClI2N3OPd